DFT (ωB97M-V/def2-TZVPD) results for a 14-piece molecular cluster, C91H186F21N7O16 overall.

Geometry as XYZ:
```
321
Properties=species:S:1:pos:R:3:forces:R:3
C -4.413000 -2.718848 2.027234 -0.54 2.28 1.14
C -5.172099 -3.381790 0.939680 -0.56 -2.32 0.84
C -4.459654 -3.321155 -0.396657 0.47 0.98 1.31
C -5.364385 -3.767421 -1.478120 1.54 1.09 -1.38
N -4.601093 -3.726559 -2.832731 -2.55 -0.19 -0.70
C -4.247659 -2.381100 -3.255720 0.48 0.17 -3.09
C -5.471154 -1.708281 -3.823479 -0.80 0.41 -0.16
C -6.399918 -2.833562 -4.291236 -0.05 -2.64 -1.03
C -5.639630 -4.167410 -3.882017 0.16 0.52 -0.27
C -3.374237 -4.499406 -2.772192 -0.32 -1.29 -0.36
C -3.658252 -5.891514 -2.315584 0.61 -0.72 1.72
C -2.650559 -6.866873 -2.852347 1.33 0.31 -0.12
H -4.051137 -1.821049 1.563695 0.22 1.10 0.20
H -3.512064 -3.180343 2.364380 0.41 -0.95 0.30
H -5.040474 -2.388146 2.914791 0.77 -0.66 -1.05
H -6.203730 -2.982676 0.913244 0.46 -0.22 -0.24
H -5.193039 -4.453841 1.271681 -0.73 0.53 -0.63
H -3.593627 -3.954957 -0.369509 0.31 -0.70 0.35
H -3.980863 -2.333668 -0.455820 -0.71 0.24 -0.71
H -6.244442 -3.155051 -1.595223 -0.27 0.18 -0.07
H -5.610604 -4.786297 -1.312936 -0.53 -0.82 0.02
H -3.487141 -2.525852 -4.053488 -0.34 0.10 0.42
H -3.848867 -1.752823 -2.533104 0.90 0.96 1.74
H -5.259086 -0.947908 -4.603510 0.10 -0.66 0.49
H -5.862768 -1.165775 -2.974959 -0.64 0.34 0.03
H -6.504647 -3.022510 -5.385336 0.29 1.05 0.49
H -7.459577 -2.934235 -3.978330 0.74 0.76 0.48
H -5.183439 -4.647624 -4.787978 0.10 0.50 1.10
H -6.275699 -4.886017 -3.390308 -0.21 -0.28 -0.08
H -2.812984 -3.959462 -2.077783 1.53 0.56 0.94
H -2.836546 -4.496369 -3.720117 -0.39 0.15 -0.12
H -4.600420 -6.209639 -2.652783 -1.49 -0.32 -0.80
H -3.787827 -5.947486 -1.211898 0.57 0.05 -0.49
H -2.783272 -7.895470 -2.544562 -0.26 -0.13 0.13
H -1.609454 -6.580679 -2.594862 -0.55 -0.04 -0.14
H -2.737793 -6.792916 -3.933047 0.14 -0.33 -0.37
C 4.507620 -2.689740 -4.680405 0.47 0.73 -2.14
C 4.358372 -3.739210 -3.652887 -0.52 -0.77 2.20
C 3.047517 -4.630843 -3.729896 1.07 0.20 -0.98
C 2.946288 -5.406561 -5.064417 0.64 0.12 0.71
N 1.832055 -6.396840 -5.129580 -0.62 -0.41 0.96
C 1.776497 -7.332760 -3.925014 -0.31 -0.78 -0.50
C 2.796786 -8.420378 -4.245119 0.12 -0.20 1.01
C 2.956840 -8.429287 -5.792401 -0.50 -1.00 0.52
C 2.018400 -7.331654 -6.313444 -1.33 0.43 -0.43
C 0.596729 -5.569073 -5.008756 -1.10 -0.33 -0.66
C 0.314406 -4.496443 -6.044763 -0.65 0.23 0.61
C -1.130727 -3.959543 -5.771120 1.65 -1.35 0.72
H 5.221535 -1.928849 -4.450776 0.82 0.26 0.79
H 3.638619 -2.053625 -4.880157 -0.39 -0.64 -0.04
H 4.916504 -3.061545 -5.639209 -0.63 -0.09 0.13
H 4.372623 -3.229426 -2.664907 -0.63 -0.20 -0.35
H 5.283691 -4.345486 -3.482163 -0.72 0.01 -0.84
H 2.122444 -4.060078 -3.734583 0.24 0.55 0.73
H 3.044359 -5.306670 -2.874659 -0.06 0.23 -0.05
H 3.861153 -5.912699 -5.287169 0.69 -0.45 -0.15
H 2.713628 -4.739757 -5.880291 0.35 0.33 -0.22
H 0.752658 -7.786997 -3.831510 0.84 0.86 -0.31
H 1.968985 -6.723692 -3.050429 -0.32 -0.30 0.17
H 2.461669 -9.401023 -3.781988 0.50 1.15 -0.76
H 3.737513 -8.127583 -3.755530 -0.11 -0.37 -0.23
H 2.668041 -9.452835 -6.125692 0.24 0.96 -0.29
H 3.998096 -8.248623 -6.046304 -0.06 -0.02 -0.22
H 0.987466 -7.719635 -6.611411 1.32 0.45 0.55
H 2.390486 -6.711395 -7.151265 -0.06 -0.54 0.38
H 0.550662 -5.264368 -3.964803 0.16 0.54 0.05
H -0.237867 -6.241484 -5.045069 -0.43 -0.83 -0.23
H 0.358274 -4.861587 -7.078269 0.07 -0.10 0.19
H 0.991657 -3.665535 -5.961270 0.38 0.46 -0.05
H -1.783428 -4.805817 -5.941204 -0.54 -0.34 0.70
H -1.355160 -3.337270 -6.571749 -0.45 1.87 -0.99
H -1.190264 -3.474325 -4.765777 -0.21 -0.45 -0.97
C -1.322763 7.427661 -1.665167 -1.07 0.35 -1.30
C -1.433129 6.330503 -0.675369 -0.79 -0.22 1.68
C -1.950715 6.762425 0.721471 2.94 -0.78 0.60
C -1.681033 5.567899 1.621302 -1.19 -1.14 -0.25
N -2.357988 5.388098 2.930913 -2.42 -0.64 0.34
C -3.940102 5.122148 2.897111 0.60 1.28 -2.42
C -4.656642 6.493211 2.944875 0.85 -0.43 1.37
C -3.574447 7.436321 3.403425 2.90 0.64 -0.60
C -2.333809 6.577409 3.837810 -1.24 -0.92 -0.23
C -1.731793 4.190552 3.619159 1.56 -0.15 -1.91
C -1.282098 2.947878 2.812618 0.36 1.00 -1.22
C -0.873383 1.979705 3.876871 1.35 -0.48 -0.26
H -0.929730 6.935450 -2.573678 -0.32 0.71 0.00
H -0.621649 8.224519 -1.371872 -0.35 -0.25 0.00
H -2.364868 7.850481 -1.857658 1.49 -0.27 -0.01
H -0.500221 5.789912 -0.619080 0.66 0.03 0.50
H -2.113589 5.531834 -0.935238 -0.47 -0.07 -0.82
H -2.940465 7.087873 0.755855 -1.73 0.35 -0.40
H -1.324312 7.554944 1.133095 -0.09 0.48 -0.24
H -0.633288 5.448880 1.831189 0.60 0.25 0.05
H -1.975188 4.649919 1.110450 0.09 0.03 -0.32
H -4.135533 4.615312 3.826998 -0.10 -0.68 -0.27
H -4.195527 4.693261 1.889396 0.40 -0.66 1.46
H -5.376215 6.431448 3.765097 -0.46 -0.04 -0.59
H -5.065372 6.821332 2.000948 -0.39 -0.16 -0.07
H -3.741838 8.079746 4.233737 -0.84 0.55 0.62
H -3.218318 8.105258 2.573856 -0.43 -0.54 0.74
H -2.424271 6.069789 4.821175 -0.06 0.99 -0.19
H -1.395913 7.076539 3.711409 0.60 0.36 0.22
H -2.312053 3.724668 4.376242 -1.31 0.60 1.24
H -0.841047 4.636221 4.030364 0.57 -0.10 0.48
H -0.464934 3.184743 2.066448 -0.52 -0.29 0.80
H -2.031865 2.420529 2.234800 -0.69 0.53 -0.20
H -1.725500 1.777620 4.509316 -0.05 -0.04 0.32
H -0.026574 2.393616 4.437273 -0.35 -0.38 0.35
H -0.529431 1.052097 3.405648 -0.13 0.20 0.46
C 2.271331 6.405514 -8.220257 -1.04 -1.11 1.14
C 2.170314 4.904738 -7.887523 0.69 -0.51 1.39
C 2.474496 4.663292 -6.374744 -0.58 0.15 -0.33
C 2.663765 3.227859 -5.959318 2.25 -1.18 -1.35
N 2.823783 2.949396 -4.495518 -1.35 -0.01 0.54
C 3.527891 3.987679 -3.742489 1.50 -0.01 -0.85
C 5.021186 3.761367 -4.067013 -0.28 -0.30 0.30
C 5.127980 2.264241 -4.444113 0.98 -0.61 -0.82
C 3.730331 1.715635 -4.299454 -1.11 0.82 -0.16
C 1.412435 2.724957 -3.825706 1.61 -0.11 -0.64
C 0.388345 3.742092 -4.204429 -1.08 -2.20 0.35
C -0.966685 3.245261 -3.600304 -0.11 0.69 -0.60
H 1.526790 6.954544 -7.610289 0.64 -0.06 -0.09
H 1.952091 6.517626 -9.218301 -0.11 0.43 -1.37
H 3.277512 6.772279 -8.084701 0.18 0.24 0.09
H 2.900109 4.310654 -8.443977 -0.29 0.08 -0.45
H 1.144378 4.499205 -7.998980 0.63 0.23 -0.53
H 1.550082 4.996149 -5.959092 -0.24 0.79 0.96
H 3.330523 5.237337 -5.990239 -0.32 0.14 -0.40
H 3.590768 2.872553 -6.516917 -0.61 0.36 1.06
H 1.966919 2.468006 -6.255560 -1.24 0.10 -0.56
H 3.303860 3.740985 -2.736777 0.18 0.17 1.10
H 3.222015 4.988524 -3.977069 -0.50 0.32 -0.09
H 5.537977 3.878450 -3.131873 0.54 0.32 0.30
H 5.439235 4.449190 -4.812985 -0.26 -0.22 0.12
H 5.736916 1.732607 -3.674694 -0.12 0.42 -0.93
H 5.515999 2.073543 -5.503030 -0.27 0.38 1.53
H 3.618385 1.405723 -3.243059 -0.29 -0.20 -0.62
H 3.390492 1.048147 -5.098868 0.19 -0.43 0.60
H 1.601686 2.757471 -2.763925 0.20 -0.46 0.41
H 1.085577 1.777302 -4.226524 -0.11 -0.48 0.08
H 0.324496 3.591581 -5.246486 -0.45 0.55 -1.38
H 0.725088 4.697191 -3.903345 -0.18 1.32 0.24
H -1.856165 3.764480 -4.038374 0.79 -0.54 0.01
H -1.001477 3.541313 -2.566978 -0.04 -0.28 0.78
H -1.095273 2.138832 -3.709817 0.11 1.02 0.02
C 0.462429 -2.872780 2.815617 0.38 -0.83 2.00
C 0.057373 -1.439640 2.939071 -2.51 1.22 1.15
C 0.258300 -0.655490 1.660611 -0.82 0.13 -0.21
C -0.497338 -1.287493 0.446811 1.66 0.59 0.79
N 0.038241 -0.780277 -0.847519 -2.55 0.90 -0.55
C -0.791483 -1.463903 -1.941717 1.77 -0.26 -0.63
C 0.087641 -1.292236 -3.192424 1.59 -0.33 0.67
C 1.524246 -0.965616 -2.688208 0.90 -0.25 0.78
C 1.392134 -1.125387 -1.150876 1.75 -0.14 0.00
C -0.149855 0.707263 -0.983502 -0.54 -0.09 -0.19
H 1.538742 -3.096860 2.901099 -0.27 0.43 -0.24
H 0.086114 -3.300976 1.917933 -0.14 -0.56 -0.59
H -0.003497 -3.417921 3.662989 0.29 0.07 -0.47
H 0.510524 -0.849205 3.762016 0.31 -0.70 -0.44
H -1.055908 -1.401189 3.243178 1.27 -0.15 -0.57
H 1.336112 -0.695642 1.605439 0.47 0.27 -0.93
H -0.068403 0.409252 1.792300 0.36 -0.97 -0.32
H -1.521832 -0.968366 0.417474 -0.70 -0.12 0.38
H -0.399117 -2.385817 0.398809 -0.07 0.57 0.12
H -1.705001 -0.948228 -2.059168 -1.30 0.57 0.22
H -0.924411 -2.495144 -1.601436 0.10 0.06 -0.26
H -0.193239 -0.459464 -3.779078 -0.76 0.70 -0.70
H 0.230161 -2.110516 -3.874044 -0.75 -0.66 -0.07
H 1.771322 0.067154 -2.972276 0.29 -0.49 0.12
H 2.346274 -1.675439 -3.034829 -1.17 1.05 0.26
H 2.037653 -0.502164 -0.456994 -0.28 -1.11 -1.17
H 1.404579 -2.204621 -0.977700 0.72 -0.01 0.48
H 0.568903 1.267980 -0.381693 -0.21 -0.29 0.30
H -1.211447 0.939103 -0.779333 0.64 0.01 -0.04
H 0.076388 0.960220 -2.013864 -0.20 0.02 -0.08
C 2.819407 3.373624 3.993826 0.19 -1.53 0.34
N 3.277280 3.173077 2.619521 -0.80 0.11 -0.73
C 4.742943 3.070814 2.658800 1.22 3.27 -0.80
C 2.787682 1.828258 2.127081 1.97 0.22 -0.70
C 2.791382 4.356862 1.766336 2.27 0.76 1.99
C 3.457971 4.486553 0.454082 -1.07 0.30 -1.44
O 2.883531 3.558920 -0.432178 0.14 0.46 -0.10
H 3.229815 4.224572 4.462724 0.40 1.31 0.09
H 3.250739 2.504813 4.466520 -0.40 -0.41 0.88
H 1.752388 3.331430 4.060518 -0.60 0.05 -0.06
H 5.112743 3.073196 1.602070 -0.06 -0.66 1.24
H 5.106378 2.299588 3.306073 -0.14 -0.82 0.13
H 5.095226 4.059283 3.117194 -0.23 -1.21 -0.60
H 3.143202 1.078728 2.880478 -1.20 0.46 -0.18
H 3.433532 1.673437 1.236145 -1.02 -0.13 0.05
H 1.743699 1.957953 1.878615 -0.22 -0.53 0.13
H 3.197114 5.228429 2.375553 -1.15 -0.73 -0.50
H 1.717826 4.327269 1.636670 -0.20 -0.09 0.39
H 4.538791 4.374899 0.533154 0.01 0.28 -0.24
H 3.204053 5.515292 0.095335 0.48 -0.41 0.24
H 3.629096 2.987363 -0.781621 0.06 -0.86 -0.09
C -1.076463 2.369248 8.655694 -0.90 0.56 -0.97
N -1.406962 0.931327 8.472033 0.05 -0.63 0.33
C -0.712109 0.246327 9.583688 1.13 -1.74 -0.21
C -2.868785 0.713124 8.575111 -0.68 -0.32 -1.19
C -1.056977 0.372629 7.092607 -1.18 0.04 0.23
C 0.346099 0.189399 6.714136 1.15 0.66 -0.55
O 1.060670 1.444163 6.480628 -1.57 -0.67 0.62
H -1.925374 2.944698 8.282882 0.30 0.14 -0.45
H -0.135566 2.637780 8.185847 -0.07 -0.23 -0.27
H -1.008444 2.578553 9.698973 0.03 -0.01 0.82
H 0.256513 0.688338 9.567350 1.25 -0.08 -0.12
H -0.640531 -0.890477 9.422706 -0.57 1.57 0.19
H -1.067241 0.591482 10.543446 -0.88 -0.21 0.13
H -3.125031 -0.341002 8.695646 0.63 -0.06 0.39
H -3.258080 0.928328 7.560516 -0.17 0.64 1.01
H -3.269410 1.307964 9.388588 -0.18 0.17 -0.14
H -1.597128 0.997885 6.390564 0.07 0.43 -0.01
H -1.519733 -0.627142 7.067067 0.17 0.26 0.36
H 0.232824 -0.384372 5.752962 0.63 0.32 0.85
H 0.920026 -0.360936 7.467477 -0.32 -0.30 -0.40
H 1.850233 1.116154 6.060992 1.38 -0.04 -0.94
C 0.117185 -5.483896 -0.740279 0.60 -0.92 -1.07
O 1.067705 -4.869460 0.168107 -0.17 -0.44 -0.12
O 0.409337 -5.348425 -2.040885 -0.65 0.01 1.66
C -0.120221 -7.061583 -0.329826 0.41 0.37 -1.19
F -1.430884 -7.262228 -0.002310 0.69 0.08 0.44
F 0.059950 -7.872612 -1.429664 0.24 0.22 0.80
F 0.681505 -7.542724 0.645675 -0.97 0.01 -0.37
C 2.335360 -5.451473 0.145595 2.99 -1.27 -1.46
C 3.519417 -4.394947 0.169380 -0.74 -1.78 -1.51
H 3.331339 -3.624399 -0.570078 0.16 -0.20 -0.82
H 3.435779 -3.812092 1.029137 0.44 0.53 2.04
H 4.534569 -4.899693 0.003561 -1.49 0.85 0.46
H 2.534623 -6.114789 -0.809652 -0.77 1.31 1.35
H 2.511609 -6.199184 0.953611 -0.40 0.80 -0.14
H -0.829778 -5.089679 -0.366607 -0.46 0.68 -0.13
C -4.547684 2.814607 5.240138 -1.68 -0.13 -1.77
O -5.596055 3.750446 5.566554 -0.76 1.55 1.40
O -3.371577 3.044105 5.679985 0.95 -0.03 0.76
C -5.187263 1.468839 5.564957 0.20 -0.01 0.77
F -4.326171 0.535226 5.064478 -0.82 -0.36 0.86
F -5.399172 1.310724 6.930370 0.56 -0.48 -1.36
F -6.396355 1.283420 5.007349 0.54 -0.19 -0.06
C -5.385530 4.582675 6.696714 1.13 2.71 -0.55
C -5.901290 4.190027 8.048162 -0.88 -0.34 -0.48
H -5.392318 3.312340 8.398271 0.06 -0.37 0.53
H -5.873601 5.025032 8.738681 0.66 0.17 0.18
H -6.967465 4.026252 7.956711 -0.34 -0.63 0.03
H -5.873095 5.603726 6.498661 0.47 -1.31 -0.30
H -4.287861 4.827738 6.793189 -0.86 -0.43 -0.23
H -4.719529 2.839902 4.107063 0.59 -0.38 0.34
C -0.130768 0.281058 -6.976605 -0.99 0.11 0.55
O -0.963794 -0.665803 -6.228653 -1.07 -0.20 0.42
O 0.124100 1.382072 -6.300926 0.58 -0.57 -0.55
C 1.027945 -0.674146 -7.280718 1.53 1.28 -1.46
F 1.719819 -1.011658 -6.201176 0.50 -0.25 0.67
F 0.731092 -1.796094 -7.937618 -0.71 -0.64 0.11
F 1.932713 -0.064849 -8.163993 -0.52 -0.01 1.00
C -2.170432 -0.112984 -5.617170 2.82 0.31 0.57
C -2.863898 0.805221 -6.527186 0.21 1.96 -0.16
H -2.765905 0.414070 -7.511718 -0.60 -0.32 -0.99
H -3.868134 1.009131 -6.207884 -0.77 -0.28 -0.16
H -2.386793 1.811333 -6.555684 0.01 -0.74 0.11
H -1.884612 0.407973 -4.678126 -0.27 -0.31 -0.35
H -2.731608 -0.977709 -5.358771 -0.68 -0.76 0.20
H -0.614906 0.372614 -7.984956 0.05 0.41 0.24
C 5.556657 1.206918 -0.814483 -0.08 0.69 0.48
O 6.769482 1.913599 -1.233756 -0.30 -0.86 -0.03
O 4.466415 1.811168 -1.294750 0.71 -0.55 0.15
C 5.575249 -0.312981 -1.184271 0.30 0.64 -2.45
F 6.658157 -0.956448 -0.739854 -0.32 -0.28 0.88
F 4.434349 -0.944789 -0.860239 0.47 -0.02 0.86
F 5.650121 -0.504218 -2.547724 -0.09 0.46 0.10
C 7.960768 1.735175 -0.413815 -0.76 0.88 -1.95
C 8.262878 3.030866 0.308919 1.26 -0.14 0.90
H 9.049340 3.621955 -0.111286 0.55 0.24 -0.98
H 7.431388 3.719365 0.333334 -0.55 -0.19 0.44
H 8.724986 2.813768 1.295631 -0.89 0.16 -0.14
H 8.716579 1.453385 -1.173224 0.00 0.02 0.86
H 7.805865 0.963834 0.298540 -0.04 -0.91 0.48
H 5.676690 1.173647 0.286488 -0.40 0.02 0.35
C 4.272461 0.032184 5.172377 0.88 -0.63 0.82
O 5.293473 1.085206 5.337643 -0.12 0.27 0.47
O 3.123120 0.464772 4.725549 -0.18 0.18 0.56
C 4.897252 -0.950690 4.176173 0.02 -0.58 -0.31
F 3.979631 -1.915271 3.857821 0.96 0.42 0.16
F 5.175821 -0.279462 3.037700 0.29 -0.34 -0.37
F 6.053229 -1.595910 4.569912 -1.28 0.74 -0.34
C 5.589283 1.396108 6.700850 1.45 -0.69 0.47
C 4.407202 1.590104 7.621906 0.01 1.35 -0.48
H 3.810458 2.458141 7.338842 -0.32 -0.14 -0.77
H 3.772116 0.723461 7.620326 -0.27 -0.25 0.70
H 4.747717 1.995623 8.572995 0.21 -1.00 0.52
H 6.200102 2.301441 6.724597 -0.14 0.19 -0.45
H 6.319027 0.642467 7.161428 -1.09 0.40 -0.68
H 4.331830 -0.526894 6.139271 -0.54 0.09 -0.15
C -0.750336 -3.146157 7.618756 -0.51 -0.94 0.07
O -1.574359 -4.451085 7.669527 0.76 1.65 0.23
O -1.263559 -2.153165 8.233899 -1.35 0.32 1.21
C 0.671051 -3.454273 8.160438 -1.63 -2.42 0.08
F 1.274570 -2.332651 8.487507 0.92 0.30 0.81
F 0.732583 -4.380290 9.221032 0.08 1.75 -1.10
F 1.345330 -4.021125 7.160721 1.20 -0.40 -0.38
C -1.503315 -5.338238 6.580473 4.20 0.03 1.94
C -2.028754 -6.648964 7.045700 -1.20 0.27 -1.73
H -1.847835 -7.265370 6.176048 -0.21 -0.96 0.03
H -1.681073 -7.090110 7.960138 0.68 0.27 0.27
H -3.070852 -6.462123 7.122745 -1.35 -0.54 0.36
H -0.423951 -5.602654 6.317750 -0.68 0.79 0.22
H -1.870149 -4.893789 5.692021 -1.19 0.09 -1.07
H -0.607896 -2.886865 6.562719 0.23 -0.68 -0.92
C -4.457950 1.078405 -1.493201 1.80 -0.10 -1.17
O -4.478361 2.318508 -2.291447 -1.20 -1.16 -0.36
O -3.646881 0.141587 -2.023228 -0.67 0.56 0.78
C -3.972777 1.552941 -0.097780 -2.65 -0.17 -0.19
F -4.993749 2.126443 0.605088 -0.24 0.80 -0.29
F -3.670659 0.531920 0.690127 1.27 -1.07 0.26
F -2.992453 2.424437 -0.116854 1.32 0.61 0.02
C -4.940864 2.029784 -3.652667 1.08 0.56 0.06
C -5.710435 3.302693 -4.145182 2.67 -0.94 -1.84
H -4.980263 4.118736 -4.046654 -0.51 0.09 0.57
H -5.841864 3.314788 -5.256466 -0.17 -0.53 0.71
H -6.642296 3.490298 -3.691074 -0.89 0.18 0.83
H -5.458295 1.058323 -3.794741 -0.35 0.70 0.79
H -3.996132 1.812399 -4.220114 -0.83 0.73 0.10
H -5.506938 0.778362 -1.345680 -0.27 -0.13 -0.03
```
Forces are in eV/Å.

Gap between HOMO and LUMO = 6.614 eV
Molecular weight = 2033.480 Da
E_HOMO = -6.7 eV
Net charge = 0

Results of the Mulliken charge analysis, in e, for atoms 1 through 2: number 1, C, carries -0.96; number 2, C, carries -0.62